{
  "formula": "C5H14",
  "method": "ωB97M-V with the def2-TZVPD basis set",
  "symbols": ["C", "C", "C", "H", "H", "H", "H", "H", "H", "H", "H", "C", "C", "H", "H", "H", "H", "H", "H"],
  "positions_angstrom": [[-0.40, 1.22, -0.99], [0.74, 1.74, -0.14], [0.27, 2.41, 1.13], [-0.87, 0.31, -0.62], [-0.16, 0.89, -2.01], [-1.18, 1.96, -1.11], [1.38, 0.91, 0.20], [1.39, 2.39, -0.72], [-0.30, 1.73, 1.77], [1.11, 2.71, 1.77], [-0.32, 3.33, 1.02], [0.23, -2.45, -0.68], [-0.64, -2.43, 0.59], [0.90, -1.59, -0.75], [0.86, -3.32, -0.64], [-0.45, -2.45, -1.52], [-1.14, -3.40, 0.66], [-1.39, -1.65, 0.55], [-0.04, -2.33, 1.49]],
  "smiles": "CCC.CC",
  "de_lowest_kcal_mol": 4.2
}



{
  "formula": "C29H30N6O3PtS2",
  "method": "ωB97M-V with the def2-TZVPD basis set",
  "symbols": ["Pt", "C", "C", "N", "C", "C", "C", "C", "C", "C", "C", "N", "C", "C", "C", "C", "C", "C", "C", "C", "N", "C", "H", "H", "H", "H", "H", "H", "H", "H", "H", "H", "H", "H", "N", "C", "C", "C", "C", "C", "C", "S", "O", "O", "O", "H", "H", "H", "H", "H", "H", "C", "C", "N", "C", "S", "N", "C", "C", "H", "H", "H", "H", "H", "H", "H", "H", "H", "H", "H", "H"],
  "positions_angstrom": [[-0.28, 0.42, -0.23], [-0.48, -0.72, 3.92], [-0.84, -0.26, 2.65], [0.05, -0.08, 1.69], [1.37, -0.40, 1.90], [1.80, -0.85, 3.17], [0.83, -1.00, 4.18], [3.15, -1.19, 3.36], [4.00, -1.11, 2.30], [3.57, -0.70, 1.02], [2.26, -0.33, 0.79], [1.65, 0.04, -0.40], [2.14, 0.11, -1.67], [3.44, -0.09, -2.14], [3.74, -0.03, -3.51], [2.79, 0.21, -4.46], [1.46, 0.44, -4.05], [0.40, 0.65, -4.95], [-0.87, 0.83, -4.48], [-1.10, 0.84, -3.10], [-0.12, 0.66, -2.23], [1.16, 0.42, -2.67], [-1.25, -0.86, 4.66], [-1.86, -0.02, 2.40], [1.14, -1.36, 5.15], [3.48, -1.54, 4.32], [5.04, -1.40, 2.41], [4.30, -0.72, 0.23], [4.25, -0.30, -1.47], [4.77, -0.21, -3.81], [3.03, 0.22, -5.52], [0.61, 0.64, -6.01], [-1.71, 0.97, -5.15], [-2.08, 1.00, -2.69], [-1.98, -2.11, -0.23], [-0.93, -2.92, 0.28], [0.36, -2.73, -0.20], [1.44, -3.37, 0.39], [1.24, -4.20, 1.49], [-0.05, -4.42, 1.95], [-1.13, -3.80, 1.34], [2.65, -5.00, 2.27], [2.26, -5.12, 3.66], [3.75, -4.07, 2.02], [2.77, -6.26, 1.56], [-2.84, -2.19, 0.30], [-2.23, -2.27, -1.20], [0.53, -2.05, -1.02], [2.45, -3.20, 0.05], [-0.18, -5.07, 2.81], [-2.14, -3.96, 1.72], [-5.18, 3.21, 1.51], [-4.86, 3.11, 0.02], [-3.52, 3.59, -0.30], [-2.41, 2.85, -0.27], [-2.52, 1.15, 0.00], [-1.24, 3.44, -0.46], [-1.03, 4.83, -0.84], [-1.07, 5.79, 0.34], [-6.18, 2.82, 1.71], [-5.15, 4.25, 1.84], [-4.46, 2.64, 2.09], [-5.57, 3.69, -0.57], [-4.93, 2.08, -0.32], [-3.41, 4.59, -0.35], [-0.45, 2.79, -0.43], [-1.76, 5.10, -1.60], [-0.06, 4.87, -1.32], [-2.01, 5.73, 0.89], [-0.94, 6.81, 0.00], [-0.27, 5.56, 1.04]]
}



no.,largest force on an atom (hartree/bohr),E (hartree)
1,0.025,-198.88251
2,0.011,-2593.12791